{"formula": "C3HCuFO2", "method": "the ωB97M-V functional and the def2-TZVPD basis", "symbols": ["H", "O", "O", "C", "C", "C", "F", "Cu"], "coordinates": [[-1.6015, -0.9082, 1.1511], [0.4460, -1.0147, 0.5161], [0.3879, 0.9360, -0.5768], [-0.8666, -0.6144, 0.3955], [-0.8575, 0.5595, -0.2373], [1.2419, -0.0924, -0.1518], [-1.8249, 1.2853, -0.7370], [3.0747, -0.1512, -0.3597]], "atomic_forces_ev_per_a": [[0.129, -0.641, -0.735], [-3.607, -1.018, 0.982], [-3.276, 0.591, 0.130], [1.765, -2.828, 3.438], [1.397, 4.857, -4.534], [1.865, 0.276, -0.624], [1.342, -1.233, 1.388], [0.384, -0.004, -0.044]], "lowdin_charge": [0.19, 0.03, 0.10, 0.14, -0.21, -0.26, 0.27, 0.74], "s_squared": 2.008, "total_charge": 1, "spin_multiplicity": 3, "lumo_ev": [-4.7, -8.5]}

***

{"formula": "C3HF2NO", "method": "the ωB97M-V functional and the def2-TZVPD basis", "symbols": ["F", "C", "N", "C", "O", "C", "F", "H"], "coordinates": [[-1.6737, 1.4586, -0.5477], [-0.6949, 0.6257, -0.1916], [0.0872, 0.8132, 0.9296], [0.9553, -0.1027, 0.9052], [0.7506, -1.0221, -0.1252], [-0.3090, -0.4533, -0.7941], [-0.7717, -1.1053, -1.8541], [1.6562, -0.2141, 1.6778]], "atomic_forces_ev_per_a": [[0.410, -0.304, 0.353], [-0.865, 2.188, 1.319], [-0.856, 1.726, -0.429], [-1.273, -1.127, -1.059], [0.058, 1.085, 0.325], [0.919, -3.124, -1.485], [0.483, 0.356, 0.625], [1.123, -0.800, 0.350]], "lowdin_charge": [0.12, -0.29, 0.17, -0.14, 0.12, -0.27, 0.15, 0.12], "total_charge": 0, "e_above_lowest_kj_mol": 17.3, "spin_multiplicity": 1, "lumo_ev": 0.8, "smiles": "Fc1ncoc1F"}

***

{"formula": "C3HF2NO", "method": "the ωB97M-V functional and the def2-TZVPD basis", "symbols": ["F", "C", "N", "C", "O", "C", "F", "H"], "coordinates": [[-2.3179, 0.3793, 0.0235], [-1.0242, 0.1535, -0.0509], [-0.4633, -1.1440, -0.0280], [0.7629, -1.0184, 0.0876], [1.2392, 0.2559, -0.0382], [0.1046, 0.9487, -0.0357], [0.2801, 2.2735, 0.0283], [1.4186, -1.8485, 0.0134]], "atomic_forces_ev_per_a": [[0.393, 0.116, -0.208], [3.504, -0.599, 0.231], [-4.369, 0.484, 0.592], [2.228, -0.247, -1.376], [-0.279, -0.589, 0.865], [-2.097, 1.890, -0.129], [-0.311, -0.899, -0.196], [0.931, -0.155, 0.221]], "lowdin_charge": [0.13, -0.23, 0.16, -0.20, 0.15, -0.27, 0.13, 0.13], "total_charge": 0, "e_above_lowest_kj_mol": 34.8, "spin_multiplicity": 1, "lumo_ev": 0.8, "smiles": "Fc1ncoc1F"}